No. 1
# C24H26CrN2O3Si2

A structure of composition C24H26CrN2O3Si2 at a distorted geometry (ωB97M-V/def2-TZVPD, OMol25).

As for the net charge: -2. For the gap between HOMO and LUMO (alpha / beta), the calculation gives 3.9 / 6.5 eV. The spin multiplicity is 5. The value obtained for the total energy is -78611.5968 eV.

XYZ file:
```
58
Properties=species:S:1:pos:R:3:forces:R:3
Cr -0.0699 -0.7580 0.0021 -1.40 -0.93 -0.27
O -5.1005 0.1334 1.6646 0.13 0.48 0.39
C -4.4200 1.1331 2.2860 0.27 -0.60 -0.62
C -5.0815 1.9652 3.1682 -0.01 0.60 0.48
C -4.4043 3.0097 3.8063 -0.17 -0.37 -0.31
C -3.0600 3.2319 3.5342 -0.20 0.44 0.40
C -2.3886 2.4019 2.6694 -0.21 -0.76 -0.54
C -3.0377 1.3187 2.0420 -0.31 0.95 0.87
C -2.2605 0.4209 1.2225 0.58 -1.27 -1.12
O -0.9620 0.4893 1.2594 -0.13 0.08 -0.04
N -2.8827 -0.4760 0.4618 -0.17 0.92 0.62
N -2.0075 -1.2082 -0.2781 0.61 0.15 0.65
C -2.5396 -2.1272 -1.0684 -0.74 -0.30 -0.31
C -1.8063 -2.9995 -1.9052 0.20 -0.20 -0.21
C -2.5119 -3.8414 -2.7840 0.01 0.05 0.02
C -1.8787 -4.7161 -3.6473 -0.32 -0.16 -0.18
C -0.4948 -4.7882 -3.6450 0.13 -0.16 -0.12
C 0.2427 -3.9936 -2.7782 -0.05 0.21 0.10
C -0.3672 -3.0710 -1.9044 -0.11 -0.23 -0.25
O 0.3716 -2.3424 -1.1285 0.29 0.44 0.39
H -4.4274 -0.3088 1.0662 -0.02 -0.15 -0.14
H -6.1340 1.8004 3.3592 -0.04 -0.08 -0.03
H -4.9336 3.6474 4.5025 -0.05 0.03 0.02
H -2.5410 4.0591 4.0094 -0.02 -0.06 -0.03
H -1.3469 2.5523 2.4339 0.14 -0.05 0.05
H -3.6307 -2.2093 -1.0947 0.17 0.12 0.04
H -3.5949 -3.7766 -2.7837 -0.06 0.00 0.00
H -2.4725 -5.3273 -4.3237 0.10 0.03 0.05
H 0.0128 -5.4610 -4.3285 0.04 -0.02 0.02
H 1.3257 -4.0455 -2.7653 -0.01 0.05 0.03
C -0.0207 2.7728 -1.2772 0.12 -0.74 0.10
Si 0.8126 0.9983 -1.3672 0.91 1.56 -0.90
C 1.1501 0.8760 -3.2947 -0.21 -0.22 0.77
C 2.5898 1.4043 -0.6815 -0.46 -0.21 -0.13
C 3.3665 2.4148 -1.2394 0.09 0.21 -0.17
C 4.6317 2.7165 -0.7645 0.13 0.24 -0.15
C 5.1421 2.0009 0.3050 0.24 0.03 0.11
C 4.3767 0.9966 0.8724 0.27 -0.03 0.20
C 3.1086 0.6747 0.4011 -0.52 -0.38 0.03
Si 2.0301 -0.7513 1.1973 2.09 0.47 1.01
C 3.3914 -2.1654 1.2559 -0.69 0.23 -0.21
C 2.1489 -0.1809 3.0728 -0.33 -0.19 -0.54
H 0.5670 3.5428 -1.7750 0.21 0.04 -0.14
H -0.1315 3.0596 -0.2363 -0.04 0.06 0.27
H -1.0140 2.7756 -1.7203 -0.21 -0.07 -0.10
H 1.6849 1.7431 -3.6759 0.11 0.25 0.05
H 0.2256 0.7812 -3.8581 -0.23 -0.04 -0.06
H 1.7511 -0.0030 -3.5011 0.14 -0.26 -0.07
H 2.9791 2.9895 -2.0728 -0.06 0.06 -0.11
H 5.2208 3.5083 -1.2232 -0.06 -0.04 0.02
H 6.1347 2.2278 0.6914 -0.09 -0.04 -0.02
H 4.7919 0.4483 1.7115 0.01 -0.07 0.07
H 4.3140 -1.8472 1.7366 0.10 0.24 0.13
H 3.6372 -2.4818 0.2475 0.04 -0.12 -0.28
H 3.0313 -3.0408 1.7909 -0.14 -0.20 0.11
H 3.1723 -0.0032 3.4007 0.24 -0.01 -0.10
H 1.7146 -0.9146 3.7490 -0.13 -0.18 0.10
H 1.5953 0.7441 3.2022 -0.18 0.22 0.04
```
Positions in Å, forces in eV/Å.



No. 2
# C24H26FN3OSTa

A structure of composition C24H26FN3OSTa at a distorted geometry (ωB97M-V/def2-TZVPD, OMol25).

As for the net charge: +3. For the gap between HOMO and LUMO, the calculation gives 5.6 eV. The value obtained for the total energy is -46904.5665 eV.

XYZ file:
```
57
Properties=species:S:1:pos:R:3:forces:R:3
Ta -0.1526 1.2161 0.7748 1.91 -0.70 -0.41
C -0.9679 2.4371 -4.8535 0.00 0.00 -0.02
C -2.1501 2.3543 -3.9039 -0.03 -0.04 0.08
N -2.2487 1.0150 -3.2587 0.11 0.07 -0.10
C -2.9085 -0.0486 -4.0924 -0.02 0.06 0.04
C -1.9268 -1.0590 -4.6587 0.03 0.00 -0.01
C -1.7810 0.7109 -2.0882 -0.31 -0.15 -0.11
S -0.9474 2.0976 -1.2156 -0.41 0.29 0.24
N -1.9867 -0.5255 -1.6182 0.13 0.11 0.11
C -1.5855 -1.1290 -0.5718 0.12 0.09 -0.01
O -0.6621 -0.4345 0.2821 -0.63 -0.22 0.44
C -1.9392 -2.4322 -0.1326 -0.08 0.00 -0.18
C -1.4466 -2.9827 1.0657 0.02 -0.01 0.02
C -1.8387 -4.2449 1.4452 -0.01 0.00 -0.01
C -2.7151 -4.9716 0.6369 0.01 -0.01 0.01
C -3.2043 -4.4403 -0.5543 0.01 0.03 -0.02
C -2.8251 -3.1753 -0.9430 0.01 -0.04 0.07
H -0.9507 3.4306 -5.2991 0.00 0.00 0.00
H -1.0477 1.7133 -5.6623 0.00 0.00 -0.01
H -0.0228 2.2797 -4.3322 0.01 0.00 0.01
H -3.0951 2.4900 -4.4258 0.01 0.02 -0.01
H -2.1027 3.1158 -3.1296 -0.01 0.00 -0.02
H -3.4137 0.4900 -4.8891 -0.02 -0.02 0.00
H -3.6647 -0.5169 -3.4647 0.03 -0.01 0.03
H -1.2354 -0.6007 -5.3626 0.01 0.01 0.00
H -2.4966 -1.8147 -5.1988 0.01 0.00 -0.02
H -1.3560 -1.5614 -3.8792 -0.03 -0.02 0.01
H -0.7640 -2.4240 1.6914 0.00 0.00 -0.02
H -1.4722 -4.6771 2.3654 0.01 0.00 0.00
H -3.0192 -5.9649 0.9411 0.00 0.00 0.00
H -3.8801 -5.0174 -1.1695 0.00 -0.01 0.01
H -3.2006 -2.7463 -1.8609 0.00 0.01 -0.01
F 5.7344 0.2471 3.7457 -0.06 0.02 -0.09
C 4.8147 0.4222 2.8102 0.10 -0.06 0.16
C 4.1635 -0.6900 2.2992 -0.06 0.02 0.00
C 3.1893 -0.4900 1.3391 -0.03 -0.14 -0.05
C 2.8718 0.7970 0.8929 0.32 -0.22 -0.06
C 1.8492 0.9814 -0.1385 -1.50 0.33 0.52
C 3.5699 1.8907 1.4146 0.08 0.12 0.00
C 4.5455 1.7142 2.3754 -0.09 0.03 -0.08
H 4.4490 -1.6747 2.6429 -0.02 -0.02 -0.02
H 2.6872 -1.3466 0.9005 0.05 -0.03 0.01
H 1.5855 0.1061 -0.7295 0.55 0.12 -0.45
H 1.8538 1.9139 -0.7041 0.56 -0.13 -0.28
H 3.3670 2.8875 1.0358 0.05 0.01 0.02
H 5.1223 2.5379 2.7738 -0.01 0.03 -0.01
C 1.5590 1.7300 5.3588 0.01 0.00 0.02
C 1.2698 0.4843 4.8074 0.01 0.05 0.02
C 0.8479 0.4224 3.5026 -0.03 0.09 -0.01
N 0.7104 1.5364 2.7366 -0.72 0.40 0.29
C 1.0025 2.7456 3.2815 -0.14 -0.06 -0.08
C 1.4278 2.8757 4.5805 0.00 -0.01 0.00
H 1.8826 1.8067 6.3894 0.01 0.00 0.00
H 1.3649 -0.4238 5.3856 0.01 0.00 0.01
H 0.6128 -0.5313 3.0398 0.03 0.01 -0.02
H 0.8802 3.6166 2.6455 0.01 0.00 0.00
H 1.6468 3.8573 4.9767 0.00 0.00 0.01
```
Positions in Å, forces in eV/Å.



No. 3
# C24H26FeN5OSTe

A structure of composition C24H26FeN5OSTe (ωB97M-V/def2-TZVPD, OMol25).

As for the net charge: +1. For the gap between HOMO and LUMO, the calculation gives 7.1 eV. The value obtained for the total energy is -87320.9455 eV.

XYZ file:
```
59
Properties=species:S:1:pos:R:3:forces:R:3
Fe 0.1052 0.4796 0.2832 -0.19 -0.10 0.13
C -1.0841 0.5703 2.8978 0.10 0.02 0.01
N -0.5433 -0.4646 1.9872 -0.04 0.06 -0.05
C 0.5854 -1.1812 2.6099 -0.02 0.01 0.06
C 1.8303 -1.1825 1.7615 0.07 0.07 -0.06
C 2.8632 -2.0664 2.0178 0.02 0.00 0.04
C 4.0601 -1.9181 1.3351 0.01 -0.04 0.03
C 4.1851 -0.8872 0.4222 -0.03 0.05 -0.03
C 3.0921 -0.0708 0.1905 0.05 0.02 0.10
N 1.9301 -0.2174 0.8344 0.07 -0.08 -0.03
C -1.6513 -1.3253 1.5305 0.01 0.05 0.01
C -2.5278 -0.4883 0.6272 -0.07 -0.01 -0.04
C -3.8767 -0.7435 0.4762 -0.03 0.00 -0.01
C -4.6354 0.0994 -0.3250 0.02 0.00 0.01
C -4.0207 1.1818 -0.9267 0.03 -0.01 0.00
C -2.6619 1.3690 -0.7316 -0.01 0.03 -0.05
N -1.9252 0.5481 0.0165 0.07 -0.05 0.04
C -0.2967 1.8420 2.7722 -0.01 -0.02 0.01
C -0.1803 2.7427 3.8158 -0.01 0.00 0.01
C 0.5199 3.9195 3.6100 0.01 0.01 -0.03
C 1.0911 4.1428 2.3685 -0.01 -0.01 0.02
C 0.9365 3.1872 1.3809 0.00 0.04 0.03
N 0.2477 2.0570 1.5670 0.04 -0.07 -0.09
H -1.0979 0.2132 3.9313 -0.01 0.00 0.00
H -2.1172 0.7742 2.6153 0.00 0.02 -0.01
H 0.3023 -2.1930 2.9089 -0.01 -0.01 -0.06
H 0.8533 -0.6488 3.5269 -0.02 -0.07 0.04
H 2.7363 -2.8473 2.7558 -0.01 0.00 0.00
H 4.8834 -2.5943 1.5225 0.00 0.00 0.00
H 5.1036 -0.7233 -0.1224 0.00 0.01 0.00
H 3.1179 0.7257 -0.5431 0.02 -0.01 0.00
H -2.2316 -1.7095 2.3769 0.00 0.00 0.00
H -1.2326 -2.1612 0.9761 -0.01 -0.01 0.00
H -4.3289 -1.5820 0.9892 0.00 0.00 0.00
H -5.6929 -0.0825 -0.4617 0.00 0.00 0.00
H -4.5715 1.8730 -1.5479 0.00 0.00 0.00
H -2.1240 2.1863 -1.1959 -0.01 0.00 0.00
H -0.6342 2.5207 4.7724 0.00 0.00 0.00
H 0.6230 4.6447 4.4057 0.00 0.00 0.00
H 1.6542 5.0405 2.1588 0.00 0.00 0.00
H 1.3801 3.3363 0.4068 -0.01 -0.02 -0.03
Te 0.7676 1.9440 -1.8353 -0.01 0.14 -0.12
C 0.1057 0.8765 -3.5234 -0.10 0.04 0.00
C 0.7733 0.7502 -4.7078 0.02 -0.02 -0.01
C 0.0878 -0.0545 -5.6637 0.02 0.00 0.01
C -1.0959 -0.5291 -5.1945 -0.03 0.01 0.01
S -1.3869 0.0192 -3.5941 0.07 -0.01 0.04
H 1.7307 1.2179 -4.8905 0.00 0.01 0.00
H 0.4606 -0.2613 -6.6566 0.00 0.00 0.00
H -1.8163 -1.1466 -5.7063 -0.01 0.00 0.00
C 0.0521 -3.2854 -2.0372 -0.01 -0.01 -0.02
C 0.5263 -1.9202 -1.6296 -0.02 0.04 -0.04
N 1.6084 -1.4436 -2.2410 0.03 0.05 0.08
O -0.0681 -1.3041 -0.7283 0.05 -0.02 0.04
H 0.0940 -3.4053 -3.1190 0.00 0.00 0.00
H -0.9690 -3.4312 -1.6970 0.00 0.01 0.00
H 0.6920 -4.0436 -1.5827 0.00 0.00 0.00
H 1.9468 -1.8945 -3.0743 -0.02 0.00 0.00
H 1.8245 -0.4549 -2.1152 -0.03 -0.11 -0.04
```
Positions in Å, forces in eV/Å.



No. 4
# C24H26LaN4O6

A structure of composition C24H26LaN4O6 at a distorted geometry (ωB97M-V/def2-TZVPD, OMol25).

As for the net charge: -1. For the gap between HOMO and LUMO, the calculation gives 6.8 eV. The value obtained for the total energy is -44419.6912 eV.

XYZ file:
```
61
Properties=species:S:1:pos:R:3:forces:R:3
La 0.7160 0.4169 0.0404 -0.73 -1.25 -0.07
C 0.3540 0.8270 -3.5588 0.00 -0.05 0.03
N -0.2587 -0.1367 -2.6462 -0.06 0.28 0.09
C 0.2046 -1.4965 -2.9336 0.06 0.01 0.11
C -1.7062 -0.1078 -2.6118 0.13 0.00 -0.12
C -2.4692 0.2213 -3.7203 -0.02 0.02 0.00
C -3.8589 0.1713 -3.6755 0.01 -0.02 0.07
C -4.4766 -0.2337 -2.4996 0.07 0.00 0.01
C -3.7216 -0.5630 -1.3830 -0.07 0.04 -0.11
C -2.3196 -0.4920 -1.4018 0.02 -0.13 0.24
N -1.5244 -0.6930 -0.2917 -0.24 -0.31 -0.02
C -1.8692 -1.6309 0.6672 -0.03 0.06 -0.15
C -2.4735 -2.8609 0.3676 -0.06 -0.03 0.03
C -2.6511 -3.8424 1.3318 0.01 0.04 -0.04
C -2.2287 -3.6260 2.6333 0.00 0.04 -0.03
C -1.6537 -2.4019 2.9615 -0.05 0.08 0.06
C -1.4888 -1.4014 2.0138 0.02 -0.08 -0.03
N -0.9091 -0.1185 2.3217 -0.01 -0.16 0.02
C -0.2155 -0.0461 3.6033 0.02 -0.01 -0.05
C -1.9153 0.9509 2.2347 0.08 -0.01 0.03
H 0.1662 0.5904 -4.6146 0.00 -0.01 -0.02
H 1.4315 0.8197 -3.3936 0.01 0.00 0.00
H -0.0214 1.8270 -3.3448 -0.01 -0.01 0.01
H -0.1034 -1.8163 -3.9379 -0.01 -0.01 -0.02
H -0.2182 -2.1847 -2.1998 0.00 0.01 -0.01
H 1.2928 -1.5304 -2.8651 -0.01 -0.01 0.00
H -1.9806 0.5258 -4.6377 0.00 -0.01 0.02
H -4.4425 0.4467 -4.5447 0.00 -0.01 0.02
H -5.5585 -0.2762 -2.4432 0.02 0.00 0.01
H -4.2116 -0.8546 -0.4613 0.00 0.00 -0.02
H -2.7744 -3.0468 -0.6572 0.01 0.00 0.02
H -3.1022 -4.7892 1.0556 0.01 0.03 -0.01
H -2.3458 -4.3899 3.3911 0.00 0.00 0.00
H -1.3448 -2.2283 3.9835 0.02 0.01 -0.01
H -0.9088 -0.1292 4.4509 -0.01 -0.01 0.03
H 0.3106 0.9038 3.6580 0.00 0.02 0.00
H 0.5258 -0.8418 3.6676 0.01 -0.01 -0.01
H -2.6560 0.8473 3.0365 -0.02 0.02 0.05
H -2.4231 0.9039 1.2753 -0.01 0.00 -0.05
H -1.4247 1.9212 2.3291 0.03 0.00 0.00
O 3.7099 5.8303 1.3551 0.11 0.28 0.07
C 2.9473 4.9043 1.2904 -0.14 -0.35 -0.08
C 2.9464 3.6666 2.1773 -0.22 0.04 -0.21
O 3.5882 3.5112 3.1931 0.19 -0.06 0.17
C 2.0192 2.7275 1.5331 0.07 0.04 0.04
C 1.3711 3.3294 0.4394 0.19 0.12 0.05
O 0.5070 2.6806 -0.2843 0.03 1.04 0.03
C 1.8401 4.7086 0.2612 -0.15 -0.16 0.10
O 1.4486 5.5429 -0.5253 -0.01 0.15 -0.20
O 1.8028 1.5027 1.8802 0.16 0.40 0.33
N 4.4337 -2.0806 1.2623 0.05 0.06 -0.02
C 3.4911 -1.2641 0.7409 -0.13 -0.08 0.14
O 2.2953 -1.5154 0.9431 0.04 0.23 -0.16
C 3.9624 -0.0783 -0.0636 -0.10 -0.08 -0.19
C 2.9616 0.2785 -1.1788 0.70 -0.21 -0.20
H 4.1463 -2.7902 1.9140 -0.03 0.00 0.01
H 5.4031 -1.8277 1.2086 0.00 0.00 -0.01
H 4.9836 -0.2820 -0.4115 0.09 -0.02 0.07
H 4.0389 0.7440 0.6579 -0.01 -0.01 0.03
H 3.0854 -0.4610 -1.9833 0.00 -0.02 -0.04
H 3.2721 1.2378 -1.6105 -0.03 0.06 0.00
```
Positions in Å, forces in eV/Å.